Entry 1:
The following is a quantum chemistry calculation of a structure of composition C23H25N3Pd, from the OMol25 dataset.

The geometry in XYZ format:
```
52
Properties=species:S:1:pos:R:3:lowdin_charge:R:1
Pd -0.01226 -0.04275 0.01550 0.78
C -0.63827 1.62766 2.17947 -0.13
N 0.23911 0.48838 1.91564 -0.37
C 1.64171 0.86096 2.09857 -0.12
C -0.11999 -0.66023 2.74668 -0.19
C -0.04034 -0.57306 4.11639 -0.08
C -0.37181 -1.63842 4.94609 -0.13
C -0.80079 -2.84172 4.33180 -0.14
C -0.88840 -2.95703 2.96679 -0.05
C -0.56069 -1.89211 2.08776 -0.19
N -0.59481 -1.83811 0.73165 -0.06
C -0.92556 -2.70755 -0.25724 -0.19
C -1.37528 -4.05118 -0.17788 -0.05
C -1.66747 -4.79946 -1.29098 -0.14
C -1.53481 -4.26447 -2.59715 -0.13
C -1.09732 -2.95010 -2.71451 -0.08
C -0.79649 -2.17829 -1.61715 -0.19
N -0.33924 -0.80012 -1.79166 -0.37
C 0.92216 -0.74967 -2.52890 -0.13
C -1.35700 0.01986 -2.44868 -0.12
H -0.52498 2.01859 3.20520 0.07
H -1.67986 1.31700 2.03774 0.07
H -0.39830 2.42469 1.46640 0.05
H 1.85344 1.21397 3.12220 0.07
H 1.88683 1.65873 1.38926 0.06
H 2.27148 -0.01212 1.89294 0.08
H 0.29149 0.36041 4.56931 0.10
H -0.30256 -1.55009 6.02509 0.07
H -1.06389 -3.68714 4.96352 0.08
H -1.22301 -3.90555 2.56502 0.07
H -1.49967 -4.52290 0.78911 0.07
H -2.00914 -5.82585 -1.17780 0.08
H -1.76704 -4.85765 -3.47516 0.07
H -0.98907 -2.52061 -3.70979 0.10
H 0.81847 -1.11020 -3.56701 0.07
H 1.66155 -1.37480 -2.01510 0.07
H 1.27469 0.28755 -2.54673 0.05
H -1.56166 -0.31096 -3.48112 0.07
H -1.00936 1.05834 -2.47015 0.06
H -2.28746 -0.03821 -1.87252 0.08
C 0.56991 1.78358 -0.70560 -0.18
C 0.95961 2.96890 -1.18209 -0.48
C 2.10955 3.16658 -2.07184 -0.15
C 2.47891 4.38667 -2.54778 -0.23
C 1.79748 5.56387 -2.21427 -0.25
C 0.69416 5.43537 -1.36104 -0.23
C 0.28169 4.23396 -0.87372 -0.15
H 2.67987 2.28130 -2.35468 0.05
H 3.34227 4.45073 -3.21444 0.07
H 2.11008 6.53185 -2.59947 0.03
H 0.14187 6.33457 -1.07770 0.07
H -0.58974 4.18682 -0.21994 0.05
```

Output
Gap between HOMO and LUMO (spin up / spin down) ... 2.098 / 1.997 eV
Spin multiplicity ... 1
Calculated total energy ... -1183.30556 hartree
ΔE to the lowest compared entry with this formula, charge and spin ... 60.1 kcal per mole
Lowest unoccupied orbital energy (spin up / spin down) ... 4.8 / 4.8 eV
Maximum force ... 0.0448 Eh/bohr
Charge ... -2
E_HOMO (spin up / spin down) ... 2.6607 / 2.7693 eV


Entry 2:
The following is a quantum chemistry calculation of a structure of composition C23H25N4O4S4Tc, from the OMol25 dataset.

The geometry in XYZ format:
```
61
Properties=species:S:1:pos:R:3:mulliken_spin:R:1
Tc -0.50962 -0.15492 0.31809 1.97
O -0.15765 4.09678 5.68672 0.05
C -0.26420 3.34192 4.77570 0.01
S -1.23650 3.68658 3.31460 0.05
C -0.91848 2.19007 2.51141 0.19
C -0.07249 1.27750 3.17093 0.18
S 0.39220 -0.22949 2.55686 0.22
S 0.53200 1.74045 4.72154 0.04
S -1.62278 1.92558 0.99666 0.22
N -2.93433 -3.33782 1.38634 0.01
C -3.82597 -2.40903 1.88917 0.00
C -3.29506 -1.19138 1.61346 0.01
N -2.10235 -1.37113 0.94759 -0.06
C -1.90931 -2.67537 0.83361 0.00
C -0.67105 -3.09377 0.20755 0.04
N 0.17050 -2.12778 -0.11931 -0.01
C 1.27292 -2.72048 -0.68865 0.01
C 1.07536 -4.06894 -0.70037 0.00
N -0.15987 -4.28859 -0.13514 0.00
H -3.02021 -4.33634 1.47764 0.00
H -4.73207 -2.69417 2.39684 0.00
H -3.68409 -0.21053 1.82851 -0.01
H 2.11001 -2.12915 -1.02706 0.00
H 1.69525 -4.87066 -1.06344 0.00
H -0.58057 -5.18940 0.01279 0.00
C 1.42362 6.04012 -3.81069 0.00
C 1.67675 4.71068 -3.14589 0.00
C 1.68278 4.59642 -1.75836 -0.01
C 1.86401 3.37726 -1.12765 0.02
C 1.90344 3.33543 0.38285 0.01
C 2.05896 2.22813 -1.91185 -0.03
C 2.16250 2.33042 -3.30609 0.00
C 2.54454 1.18175 -4.21512 0.00
C 1.94671 3.57633 -3.89456 0.00
C 1.97629 0.88144 -1.26344 -0.01
O 2.68424 -0.06605 -1.52416 0.02
O 1.01438 0.82676 -0.33962 0.07
H 0.72811 6.64350 -3.22775 0.00
H 1.01467 5.90665 -4.81178 0.00
H 2.35176 6.60899 -3.90765 0.00
H 1.54165 5.48789 -1.15288 0.00
H 2.38717 4.23593 0.76061 0.00
H 2.45390 2.47335 0.75500 0.00
H 0.89601 3.29558 0.80424 0.00
H 2.42816 0.20810 -3.75032 0.00
H 3.59987 1.27460 -4.47856 0.00
H 1.97406 1.21929 -5.14480 0.00
H 2.01064 3.65960 -4.97635 0.00
C -2.48582 0.86490 -3.57374 0.00
C -1.62358 -0.34203 -4.00520 0.00
C -0.66206 -0.54457 -2.84784 0.01
O -1.41053 -0.09850 -1.68791 -0.02
C -2.14398 1.08599 -2.10024 0.01
H -3.54392 0.65564 -3.70550 0.00
H -2.24721 1.75542 -4.15132 0.00
H -1.08364 -0.15512 -4.93130 0.00
H -2.23953 -1.22891 -4.14496 0.00
H 0.23038 0.06848 -2.95598 0.00
H -0.37528 -1.57758 -2.68241 0.00
H -1.50436 1.95878 -1.95582 0.00
H -3.01251 1.16537 -1.45198 0.00
```

Output
Gap between HOMO and LUMO (spin up / spin down) ... 7.277 / 5.991 eV
Spin multiplicity ... 4
Calculated total energy ... -3084.88520 hartree
Lowest unoccupied orbital energy (spin up / spin down) ... -3.0 / -4.9 eV
Maximum force ... 0.0178 Eh/bohr
Charge ... +1
E_HOMO (spin up / spin down) ... -10.2711 / -10.8647 eV


Entry 3:
The following is a quantum chemistry calculation of a cluster of 3 separate species, C23H25NO7 in total, from the OMol25 dataset.

The geometry in XYZ format:
```
56
Properties=species:S:1:pos:R:3:lowdin_charge:R:1
O 2.63985 -3.57915 1.81494 0.12
C 2.70888 -2.79394 0.90042 -0.39
C 1.91689 -2.94832 -0.32529 0.03
C 2.21224 -2.24128 -1.41084 0.03
C 3.33309 -1.28667 -1.38672 -0.35
O 3.80617 -0.85425 -2.41249 0.12
C 3.88223 -0.87117 -0.07309 -0.14
C 4.76828 0.33904 -0.00164 -0.11
C 4.38277 1.33711 1.10639 -0.09
C 3.03070 1.99419 0.95376 -0.47
O 2.96192 3.15765 0.66461 0.10
N 1.85088 1.26444 1.18499 0.13
C 0.96714 1.03513 0.09133 -0.25
C -0.20622 0.32635 0.33250 -0.03
C -1.11084 0.06647 -0.68676 -0.07
C -0.86283 0.50316 -1.98550 -0.09
C 0.29688 1.22864 -2.22535 -0.08
C 1.20117 1.49825 -1.19932 -0.04
C 3.59337 -1.61643 0.99398 0.05
H 1.09725 -3.64817 -0.31081 0.12
H 1.63783 -2.32855 -2.31643 0.12
H 5.80328 0.04257 0.12806 0.13
H 4.70416 0.87141 -0.94738 0.12
H 4.46953 0.89608 2.09842 0.12
H 5.09593 2.15150 1.07552 0.12
H 2.01768 0.42302 1.71906 0.12
H -0.45728 -0.03449 1.32031 0.12
H -2.02508 -0.47046 -0.49485 0.10
H -1.56566 0.29754 -2.77608 0.10
H 0.52983 1.58570 -3.21582 0.10
H 2.08978 2.05692 -1.44731 0.11
H 3.99211 -1.39080 1.97145 0.13
O -2.90408 1.92208 2.36092 0.12
C -2.36131 2.87632 1.88577 -0.49
C -2.00655 4.17921 2.57934 -0.07
C -1.71566 5.11286 1.40544 -0.15
C -1.22480 4.13505 0.34533 -0.15
O -1.93887 2.91308 0.60330 0.01
H -1.12335 4.01000 3.19673 0.13
H -2.83096 4.51794 3.19987 0.12
H -0.99664 5.89900 1.62666 0.11
H -2.64128 5.58600 1.07351 0.12
H -0.15438 3.93147 0.42797 0.12
H -1.44418 4.46113 -0.66853 0.13
O -1.68802 -3.23900 0.22219 0.11
C -2.76791 -3.47113 -0.23732 -0.49
C -3.15674 -4.60687 -1.16502 -0.07
C -4.50816 -4.14307 -1.70705 -0.15
C -5.02737 -3.28694 -0.55885 -0.15
O -3.85330 -2.71936 0.04755 0.02
H -3.24041 -5.52006 -0.57442 0.13
H -2.40980 -4.73863 -1.94243 0.12
H -5.18353 -4.95215 -1.97702 0.11
H -4.35602 -3.52226 -2.59101 0.12
H -5.55225 -3.87637 0.19551 0.13
H -5.67638 -2.47981 -0.88847 0.13
```

Output
Gap between HOMO and LUMO ... 7.271 eV
SMILES ... O=C1C=CC(=O)C(CCC(=O)Nc2ccccc2)=C1.O=C1CCCO1.O=C1CCCO1
Spin multiplicity ... 1
Calculated total energy ... -1472.87680 hartree
ΔE to the lowest compared entry with this formula, charge and spin ... 22.6 kcal per mole
Lowest unoccupied orbital energy ... -1.2 eV
Maximum force ... 0.0167 Eh/bohr
E_HOMO ... -8.4437 eV